91
Properties=species:S:1:pos:R:3:forces:R:3:lowdin_charge:R:1 method="wB97M-V/def2-TZVPD" orbital_gap_ev=10.8 e_tot_ha=-5934.190222 molar_mass_g_mol=990.9 homo_energy_ha=-0.403
C -3.71779 -14.82078 6.05714 -0.592 0.178 0.363 0.05
N -5.15308 -14.59604 5.70611 -0.123 0.498 -0.766 -0.44
O -5.53553 -13.43713 5.64018 0.037 -0.355 0.166 0.05
O -5.84460 -15.56344 5.44957 0.268 0.159 0.249 0.07
H -3.75450 -15.08852 7.11206 0.310 -0.360 -0.098 0.10
H -3.19223 -13.87934 5.96218 -0.037 -0.015 -0.181 0.08
H -3.35529 -15.59539 5.39261 0.162 -0.125 0.268 0.08
C 0.57076 -15.87528 6.45949 0.531 -0.429 0.186 0.05
N 0.25449 -14.46325 6.82116 -0.128 -0.164 -1.209 -0.40
O -0.91325 -14.20158 7.03814 -0.162 0.000 0.345 0.05
O 1.14247 -13.64251 6.77529 0.169 -0.007 0.348 0.07
H 0.09718 -16.17578 5.52698 -0.373 0.509 0.018 0.10
H 0.19974 -16.50466 7.26258 -0.021 0.008 0.026 0.07
H 1.64401 -15.97550 6.32663 0.004 0.166 0.170 0.08
C -4.70082 -15.30528 1.60145 0.173 0.862 0.400 -0.16
C -4.41079 -13.93556 2.21657 -0.516 0.267 -0.501 -0.16
O -3.10647 -14.03572 2.77622 1.765 -0.425 0.580 -0.22
S -2.41001 -15.50719 2.48939 -1.976 1.352 -1.040 0.67
O -1.69412 -15.99262 3.62594 -0.685 0.433 -0.405 -0.23
O -1.80429 -15.49499 1.19032 -0.352 -0.139 1.105 -0.21
O -3.89801 -16.15168 2.41709 1.326 -1.531 0.059 -0.20
H -4.36838 -15.33188 0.56541 -0.243 -0.333 -0.054 0.13
H -5.74094 -15.55475 1.77905 0.050 -0.361 -0.326 0.14
H -5.14638 -13.70796 2.98826 0.329 -0.006 0.314 0.12
H -4.43949 -13.13374 1.47998 0.238 -0.023 -0.022 0.13
C 5.35971 -15.92235 7.66911 0.438 -0.484 -1.321 -0.17
C 5.58485 -16.90963 8.78685 0.766 0.595 0.109 -0.16
O 4.57394 -16.55623 9.71945 -1.358 0.288 0.707 -0.19
S 3.21326 -15.95950 9.03332 3.184 -1.007 -0.918 0.67
O 2.87311 -14.72162 9.66245 -0.289 -0.969 -0.341 -0.21
O 2.32300 -17.07525 8.89772 -0.222 1.215 -0.026 -0.23
O 3.96255 -15.66663 7.59303 -1.687 -0.003 1.320 -0.21
H 5.59946 -16.38906 6.71319 0.233 0.245 -0.035 0.14
H 5.90596 -14.98762 7.78083 -0.062 0.020 0.151 0.12
H 6.54258 -16.71311 9.27006 -0.095 0.084 0.098 0.14
H 5.62462 -17.95073 8.46819 -0.816 -0.045 0.068 0.12
C -4.29288 -17.23151 10.60484 -0.221 -0.441 0.834 -0.15
C -3.28765 -18.10194 11.38823 0.402 0.436 -0.451 -0.12
O -2.36373 -18.59424 10.39853 0.192 -0.191 -1.402 -0.21
S -2.77031 -18.18932 8.87527 -0.628 -1.129 0.400 0.63
O -3.51328 -19.26083 8.27737 0.249 0.815 0.675 -0.22
O -1.64893 -17.70215 8.13193 -0.361 0.269 0.939 -0.24
O -3.73191 -16.98752 9.32179 0.771 0.053 -0.677 -0.20
H -4.45324 -16.29219 11.12614 -0.007 0.147 -0.298 0.14
H -5.22880 -17.77560 10.48835 -0.074 0.126 -0.100 0.13
H -3.80147 -18.91205 11.89912 0.195 -0.164 -0.093 0.13
H -2.63916 -17.55124 12.06492 -0.428 0.168 0.241 0.10
C -1.51977 -10.60719 4.20950 0.622 0.595 0.632 -0.17
C -0.72497 -11.91744 4.09639 -0.448 0.575 1.150 -0.17
O -0.53394 -12.11411 2.71935 0.467 0.091 -1.508 -0.18
S -1.23858 -11.02700 1.75802 -1.140 -0.425 0.277 0.67
O -2.09480 -11.69347 0.80614 0.981 0.718 1.275 -0.23
O -0.31214 -10.04446 1.28791 -0.382 -0.650 0.588 -0.22
O -2.16749 -10.42176 2.96411 -0.027 -0.320 -1.093 -0.19
H -0.86741 -9.74729 4.39505 0.274 -0.163 -0.272 0.13
H -2.21327 -10.56294 5.04813 -0.450 -0.436 -0.392 0.13
H -1.24487 -12.78261 4.51049 -0.186 0.044 -0.198 0.11
H 0.20376 -11.79687 4.65594 0.253 -0.186 -0.442 0.12
C 4.69276 -10.92182 6.40156 -0.533 -0.937 -0.339 -0.14
C 4.73452 -12.39217 6.84824 -0.303 0.555 0.295 -0.17
O 5.11087 -13.08373 5.66105 0.787 -0.579 -0.962 -0.21
S 4.23433 -12.52359 4.43830 0.690 1.113 -1.520 0.65
O 3.00020 -13.22777 4.23465 0.802 0.718 1.106 -0.23
O 5.05427 -12.33348 3.26825 -0.462 -0.362 1.563 -0.23
O 4.03953 -11.06120 5.14145 -1.093 -0.335 -1.131 -0.21
H 5.66048 -10.45872 6.19429 0.167 -0.356 0.364 0.14
H 4.10665 -10.26908 7.04571 -0.140 -0.150 -0.054 0.14
H 3.77456 -12.88062 7.03493 -0.249 0.902 0.976 0.12
H 5.43762 -12.49361 7.67127 0.199 -0.625 -0.264 0.13
C 1.84889 -19.19355 6.24423 0.217 -0.105 0.230 -0.15
C 2.37094 -20.54794 5.73829 -1.673 -1.091 0.970 -0.19
O 3.38677 -20.31249 4.80437 1.203 0.580 -0.733 -0.17
S 4.19735 -19.02061 5.28644 -0.313 0.971 0.835 0.66
O 4.80878 -18.25805 4.24282 -1.004 -0.990 0.532 -0.20
O 5.00900 -19.37401 6.42265 -0.750 0.166 -0.560 -0.24
O 2.83236 -18.24751 5.78697 0.920 -0.121 -0.221 -0.21
H 1.75543 -19.17631 7.33028 0.412 0.073 0.025 0.12
H 0.85366 -18.94131 5.87901 0.284 0.224 -0.537 0.13
H 1.57744 -21.12249 5.26024 0.149 0.183 -0.331 0.14
H 2.69010 -21.17463 6.57478 0.513 0.205 -0.108 0.13
C -0.63056 -15.20719 10.39399 0.156 -0.168 0.457 -0.15
C 0.18336 -16.23997 11.15873 1.309 -0.514 -0.232 -0.17
O -0.05063 -16.05797 12.56390 -1.672 1.600 1.005 -0.19
S -1.24161 -14.91841 12.77995 -0.248 -0.183 -0.619 0.67
O -0.70272 -13.60563 12.97404 0.173 -1.103 -0.006 -0.22
O -2.31652 -15.36013 13.62681 1.303 -0.169 -0.683 -0.24
O -1.75411 -15.05952 11.26517 -0.786 0.566 0.411 -0.21
H -1.01368 -15.51398 9.42544 0.093 -0.194 0.041 0.11
H -0.07426 -14.27198 10.30506 -0.161 0.072 0.020 0.13
H 1.24753 -16.06267 11.02866 -0.072 -0.125 -0.152 0.09
H -0.03925 -17.28620 10.94923 -0.220 0.154 -0.270 0.13



86
Properties=species:S:1:pos:R:3:forces:R:3:lowdin_charge:R:1 method="wB97M-V/def2-TZVPD" orbital_gap_ev=6.9 e_tot_ha=-10891.078333 molar_mass_g_mol=1329.5 homo_energy_ha=-0.391 total_charge=+1
Hf 1.88943 0.49205 1.35290 -0.256 -3.128 2.107 0.79
Se 0.95449 1.34388 3.69913 0.570 0.410 -0.379 0.05
Se 2.58210 -0.20419 4.46272 -0.227 -0.093 0.117 -0.11
Te 4.62068 -0.07298 3.01271 -0.354 0.134 -0.172 0.55
Se 3.79211 -1.30904 0.96373 -0.197 0.335 0.042 -0.03
F -5.02009 5.17455 -0.06091 2.324 0.017 0.900 0.09
C -3.72106 5.24782 0.47671 -2.293 2.839 0.567 -0.43
F -3.15710 6.41827 -0.05716 -0.813 -2.102 0.902 0.10
F -3.88263 5.48635 1.84715 0.403 -0.481 -2.281 0.10
C -2.92077 4.04418 0.19453 1.138 -0.992 -0.279 -0.10
C -1.78041 3.78320 0.98317 -0.768 0.865 0.100 0.02
C -0.97145 2.71887 0.66186 0.572 -0.884 -0.258 -0.08
C -1.25535 1.87930 -0.43265 -0.694 0.952 0.718 -0.35
C -2.40535 2.13238 -1.18999 0.026 -0.144 -0.117 -0.06
C -3.22369 3.21223 -0.89846 -0.394 0.422 0.284 0.02
P -0.10686 0.58012 -0.88510 0.027 0.107 0.591 1.05
C -1.12872 -0.89847 -1.02381 -0.774 -1.067 0.387 -0.39
C -0.57324 -1.99244 -1.71445 -0.338 -0.039 0.074 -0.09
C -1.24087 -3.21434 -1.79412 -0.479 -0.009 0.358 0.02
C -2.49793 -3.35368 -1.16454 0.993 1.545 0.127 -0.11
C -3.06764 -2.26373 -0.46973 0.205 -0.600 -0.146 0.00
C -2.38997 -1.04890 -0.38869 0.426 0.007 -0.073 -0.06
C -3.17851 -4.65172 -1.14754 -1.684 -3.107 -0.194 -0.45
F -4.55453 -4.54524 -1.35282 2.162 -0.062 0.430 0.11
F -3.02481 -5.32710 0.08317 -0.178 1.207 -1.891 0.08
F -2.70707 -5.52545 -2.12506 -0.635 1.389 1.575 0.10
C 0.13510 0.98451 -2.60549 0.913 0.291 -1.510 -0.35
C -0.68850 0.50692 -3.63815 -0.433 -0.104 0.303 -0.07
C -0.48331 0.88180 -4.95791 0.474 0.353 -0.472 0.02
C 0.58685 1.74718 -5.27278 -0.241 -0.197 1.533 -0.10
C 1.41995 2.24924 -4.24538 -0.383 -0.292 -0.756 0.03
C 1.19000 1.85305 -2.93748 -0.121 -0.084 0.293 -0.05
C 0.80280 2.18704 -6.66340 0.462 0.914 -3.104 -0.44
F 2.15409 2.42750 -6.93842 -2.286 -0.337 0.478 0.10
F 0.36693 1.24194 -7.59653 0.689 1.518 1.546 0.10
F 0.11282 3.37713 -6.96858 1.236 -2.063 0.629 0.10
H -1.53074 4.43908 1.83546 -0.225 -0.442 -0.576 0.15
H -0.07882 2.52136 1.27948 -0.406 0.259 -0.326 0.03
H -2.68119 1.48015 -2.02601 0.203 0.303 0.291 0.12
H -4.11289 3.40339 -1.51863 0.522 -0.033 0.443 0.14
H 0.39154 -1.89440 -2.21924 -0.242 0.021 0.202 0.13
H -0.77472 -4.06593 -2.30823 -0.372 0.480 0.238 0.13
H -4.03028 -2.38659 0.04476 0.441 0.050 -0.337 0.14
H -2.85722 -0.24583 0.20433 0.434 -0.311 -0.470 0.12
H -1.54405 -0.14782 -3.41483 0.556 0.278 -0.119 0.12
H -1.14356 0.48951 -5.75009 0.491 0.330 0.491 0.14
H 2.25547 2.92081 -4.47537 -0.448 -0.319 0.024 0.14
H 1.83546 2.24458 -2.15091 -0.107 -0.092 -0.121 0.10
N 0.53026 -1.23898 1.63458 -0.283 -0.583 -0.166 -0.50
S 0.76341 -2.49864 2.67916 -0.408 0.733 -0.506 1.00
C -0.77562 -2.65947 3.55286 -0.875 -0.106 0.304 -0.40
C -1.91451 -3.20338 2.93889 -0.634 0.017 0.109 -0.08
C -3.10094 -3.35202 3.68484 0.389 -0.078 -0.308 -0.05
C -3.15427 -2.96779 5.02821 0.354 0.232 0.024 -0.06
C -2.02141 -2.39997 5.62505 0.162 0.176 -0.122 -0.05
C -0.83710 -2.23860 4.88054 0.003 -0.110 0.474 -0.07
C 0.70757 -3.99527 1.73039 -0.349 -1.454 -0.389 -0.40
C 0.27452 -5.20330 2.32909 0.265 0.128 0.002 -0.07
C 0.28863 -6.39018 1.59187 0.029 0.036 -0.052 -0.05
C 0.72461 -6.39316 0.25105 0.018 -0.007 0.058 -0.06
C 1.17277 -5.20522 -0.32313 0.071 0.466 0.219 -0.07
C 1.16155 -4.00419 0.42182 0.178 0.004 -0.254 -0.11
H -0.43599 -1.20928 1.31241 0.041 -0.394 0.094 -0.01
H -1.89994 -3.52897 1.88965 0.062 0.112 0.543 0.10
H -3.98679 -3.80975 3.22543 0.485 0.260 0.098 0.12
H -4.08085 -3.09995 5.60122 0.489 0.056 -0.260 0.12
H -2.04533 -2.06254 6.67390 0.012 -0.266 -0.661 0.12
H 0.05803 -1.82212 5.35703 -0.398 -0.131 -0.174 0.09
H -0.06033 -5.19336 3.37468 0.129 -0.161 -0.541 0.12
H -0.03829 -7.33176 2.06148 0.155 0.630 -0.264 0.12
H 0.72637 -7.32839 -0.34253 -0.009 0.710 0.529 0.12
H 1.55732 -5.18100 -1.35150 -0.233 -0.082 0.494 0.12
H 1.51150 -3.05071 0.00842 -0.139 -0.533 -0.048 0.06
O 2.57648 3.62736 0.07292 2.101 -0.294 0.631 0.07
B 2.89765 2.37259 0.61331 2.298 2.602 -0.517 -0.63
O 4.32831 2.35436 1.10374 -1.967 1.752 -1.507 -0.11
C 4.79687 3.65361 0.79453 -0.748 -1.003 0.049 -0.21
C 6.06236 4.14765 1.01329 0.180 0.570 -0.202 0.02
C 6.25434 5.49253 0.59692 0.220 -0.494 0.107 -0.07
C 5.22898 6.24007 0.01848 -0.276 0.304 -0.091 -0.08
C 3.93551 5.70691 -0.21048 0.636 0.435 0.128 0.01
C 3.78563 4.40848 0.19294 -1.179 -0.973 0.011 -0.18
H 6.85377 3.52142 1.46217 -0.530 0.558 -0.324 0.13
H 7.24354 5.95952 0.69943 -0.532 -0.280 0.067 0.11
H 5.44539 7.28492 -0.24322 -0.196 -0.566 0.023 0.11
H 3.10953 6.27806 -0.65880 0.558 -0.308 0.254 0.13